{"formula": "C30H29Cl3O2PS3Tc", "method": "ωB97M-V with the def2-TZVPD basis set", "elements": ["H", "C", "C", "O", "H", "C", "H", "H", "H", "Tc", "H", "H", "H", "C", "Cl", "H", "H", "C", "C", "H", "H", "H", "C", "S", "C", "H", "C", "C", "H", "P", "S", "C", "C", "H", "C", "C", "H", "C", "H", "C", "C", "H", "H", "C", "C", "C", "H", "H", "C", "C", "H", "H", "H", "C", "H", "C", "C", "S", "C", "Cl", "O", "C", "H", "C", "H", "H", "C", "C", "Cl"], "positions_angstrom": [[2.250, 3.031, -1.352], [1.663, -2.261, 3.842], [-0.987, 4.022, 0.810], [-1.624, 3.522, -0.427], [1.793, -4.728, -0.592], [0.739, -4.933, -0.453], [-3.034, -5.682, -0.033], [-5.608, 5.754, -0.790], [3.338, -1.839, 0.681], [-0.620, 0.767, 0.149], [-1.426, -7.526, -0.352], [-1.600, 4.150, -2.408], [1.194, 3.634, 2.837], [-1.535, -4.157, -0.103], [-3.070, 0.790, -0.097], [1.175, 1.885, 3.051], [-0.760, 0.100, 4.064], [-3.071, 3.550, -0.451], [-3.718, 4.768, -0.632], [2.362, -2.799, 4.468], [1.366, 2.349, -3.515], [2.190, 3.456, 0.620], [1.080, 2.684, 2.313], [-0.667, 1.919, -2.324], [0.281, -6.241, -0.482], [3.070, 1.559, -1.857], [1.117, 1.723, -2.658], [4.246, -1.955, -2.576], [-0.069, 4.547, 0.558], [0.443, -2.241, -0.067], [-0.666, 2.523, 1.810], [0.851, -1.282, 4.402], [1.566, -2.574, 2.492], [-5.749, 1.515, -0.125], [1.866, -2.214, -2.365], [2.092, 2.540, 1.200], [5.340, -1.731, -0.744], [-5.824, 3.638, -0.455], [-1.012, -0.502, 1.685], [-5.172, 2.419, -0.268], [-3.794, 2.371, -0.269], [2.177, -3.368, 2.079], [2.912, -2.239, -4.235], [-0.078, -0.613, 3.616], [3.236, -1.925, -0.392], [-0.924, 3.621, -1.744], [-2.237, -3.345, 0.038], [0.917, -1.063, 5.459], [4.365, -1.853, -1.196], [1.984, -2.104, -0.975], [0.979, -7.052, -0.635], [0.001, 4.174, -1.610], [-1.694, 4.679, 1.305], [2.109, 1.968, -1.543], [3.067, 2.318, 1.632], [0.669, -1.881, 1.686], [2.997, -2.133, -3.162], [1.710, 1.150, 0.049], [-0.173, -3.892, -0.262], [-2.792, 6.206, -0.833], [-0.571, -1.188, -0.560], [-5.097, 4.812, -0.641], [5.131, -1.913, -3.197], [-1.073, -6.504, -0.327], [0.894, -2.388, -2.815], [1.147, 0.683, -2.991], [-0.171, -0.927, 2.267], [-1.980, -5.466, -0.144], [-7.519, 3.690, -0.457]], "atomic_forces_ev_per_a": [[-0.01, -0.01, 0.00], [0.00, -0.02, 0.03], [0.22, -0.33, 0.47], [-0.41, 0.97, -0.19], [0.00, -0.01, 0.00], [-0.05, -0.02, -0.03], [0.00, 0.00, 0.00], [0.01, 0.00, 0.02], [0.02, 0.00, 0.01], [1.35, -0.47, -0.33], [-0.01, 0.00, -0.01], [-0.06, 0.06, 0.08], [0.05, -0.03, 0.04], [0.00, 0.02, 0.01], [-0.60, -0.19, 0.06], [-0.02, 0.01, 0.01], [0.02, 0.01, 0.00], [0.06, -0.21, 0.03], [0.16, 0.02, 0.01], [0.00, 0.00, 0.00], [0.03, -0.06, -0.03], [-0.04, -0.03, -0.03], [-0.12, -0.01, -0.03], [0.05, -0.65, 1.44], [-0.01, 0.00, 0.00], [0.02, 0.07, -0.03], [-0.08, 0.09, -0.14], [0.00, 0.00, 0.03], [-0.05, 0.02, -0.15], [0.19, -0.36, 0.05], [-0.20, 0.14, -0.55], [-0.01, -0.03, 0.00], [-0.06, 0.05, 0.05], [0.01, 0.00, -0.01], [0.00, 0.00, 0.00], [0.06, -0.14, 0.00], [0.00, 0.00, 0.00], [0.20, 0.04, 0.00], [-0.30, -0.08, 0.17], [-0.09, -0.09, 0.02], [0.18, 0.21, -0.06], [0.02, 0.00, 0.00], [-0.01, 0.01, 0.00], [-0.12, 0.03, -0.04], [-0.03, 0.03, 0.01], [0.15, -0.38, -0.25], [-0.01, -0.01, 0.01], [0.01, -0.01, 0.00], [0.03, 0.01, 0.00], [-0.14, 0.04, 0.07], [0.00, 0.00, 0.00], [-0.04, 0.02, 0.14], [-0.09, 0.04, -0.15], [-0.01, -0.08, 0.01], [0.03, 0.09, 0.02], [-0.08, -0.02, -0.07], [-0.02, -0.01, -0.01], [-0.02, 0.23, 0.30], [0.09, 0.16, 0.02], [-0.03, -0.06, -0.01], [-0.59, 0.60, -0.64], [-0.14, 0.01, -0.02], [0.00, 0.00, 0.00], [0.05, 0.00, -0.01], [0.02, -0.01, -0.03], [-0.02, 0.00, -0.01], [0.53, 0.31, -0.27], [-0.04, 0.02, 0.00], [-0.07, -0.01, 0.00]], "mulliken_spin": [-0.0024, -0.0004, 0.0114, -0.0004, 0.0001, -0.0005, 0.0000, 0.0000, -0.0017, 0.9628, 0.0000, 0.0005, 0.0002, 0.0022, -0.0025, 0.0003, 0.0003, -0.0052, -0.0008, 0.0000, 0.0002, -0.0025, 0.0013, -0.0143, 0.0000, 0.0008, -0.0068, -0.0008, -0.0031, -0.0227, -0.0176, -0.0004, 0.0005, -0.0001, -0.0003, 0.0125, 0.0006, -0.0003, 0.0202, -0.0012, 0.0038, 0.0000, 0.0001, -0.0014, 0.0063, 0.0112, -0.0007, 0.0000, 0.0010, 0.0082, -0.0001, -0.0041, 0.0000, 0.0028, -0.0018, 0.0022, 0.0009, 0.0061, 0.0037, 0.0004, 0.0486, -0.0003, 0.0000, 0.0000, -0.0007, 0.0018, -0.0178, -0.0002, 0.0000], "lumo_ev": [-9.071, -9.516], "spin_multiplicity": 2, "e_tot_ev": -117209.546, "orbital_gap_ev": [7.10, 6.66], "mol_weight_g_mol": 753.09, "fmax_ev_per_a": 1.58, "total_charge": 3}